Density functional theory data (ωB97M-V with the def2-TZVPD basis set) for a 7-piece molecular cluster, C42H105N7O14 overall in a non-equilibrium geometry.

Output
Spin multiplicity: 2
⟨S²⟩: 0.755
Relative energy (zero: lowest compared OMol25 entry of this formula, charge and spin) in eV: 3.4471
Net charge: +1
Highest occupied orbital energy (alpha / beta) in eV: -9.55 / -9.55
Largest force on an atom in hartree/bohr: 0.0878

The geometry in XYZ format:
```
168
Properties=species:S:1:pos:R:3:forces:R:3:mulliken_spin:R:1
O -2.9738 -0.0068 -2.8154 -2.96 -1.60 -0.83 0.000
O 3.7239 7.7352 -0.6629 -0.66 -0.14 -0.06 0.000
O 8.1577 -1.1145 -2.0274 -2.86 -0.52 3.45 0.000
O 1.7080 -2.4608 -2.9831 1.44 -1.26 0.43 0.000
O -9.5891 0.5977 -1.6195 0.64 0.51 2.50 0.020
O 1.8712 -0.1774 -0.2606 -0.74 1.57 -0.59 0.000
O 2.8513 -0.9839 4.0975 0.61 3.48 -1.56 0.000
O 4.1697 4.5867 5.3912 0.85 1.73 1.33 0.000
O 1.9881 -8.0342 -3.4849 0.73 -0.14 -0.36 0.000
O 6.1146 1.7681 1.2802 -0.74 0.88 -2.66 0.000
O -1.1590 3.9446 2.4619 0.80 1.38 2.04 0.000
O -0.7516 1.0854 9.1618 0.37 -0.47 -1.45 0.000
O -14.8879 -2.0457 -2.2192 0.27 2.66 2.75 0.004
O -1.1491 -4.7693 -4.4362 0.07 0.71 -0.28 0.000
N 1.4460 5.1398 4.4767 -0.56 -0.43 -1.41 0.000
N 0.6955 0.5461 5.7451 -0.57 1.34 1.15 0.000
N 4.5207 -1.4924 -2.9761 1.06 -0.67 -0.76 0.000
N 0.4635 -6.9263 -6.3370 -0.52 -0.61 2.03 0.000
N -12.3019 -1.1077 0.2716 1.91 -0.76 -2.46 0.802
N 4.0610 4.1885 -0.8294 0.88 1.11 -0.09 0.000
N -0.3158 1.5985 -1.2488 1.92 0.59 -0.57 0.000
C -0.8469 0.7009 7.7292 1.22 -0.31 2.01 0.000
C -1.7642 0.5770 10.0010 -0.33 1.18 0.03 0.000
C -0.6063 -6.9698 -5.2933 1.21 -2.15 -0.75 0.000
C 2.3428 -9.4192 -3.2015 -0.21 0.26 -0.82 0.000
C 2.2574 0.3721 3.9150 1.32 -1.43 0.22 0.000
C -0.9828 0.8515 -2.3171 0.64 -0.02 1.30 0.000
C -10.9978 -0.9837 -0.4260 0.04 0.90 2.85 -0.020
C -14.9485 -2.7738 -3.3732 0.01 -0.87 -1.64 0.004
C 0.5385 0.9660 7.1428 -0.87 0.25 0.66 0.000
C 3.9162 6.5390 0.0603 2.31 -0.67 -0.13 0.000
C 1.8726 5.5322 5.7852 1.57 -1.52 -0.48 0.000
C -0.0372 3.4976 3.2686 -0.17 0.93 -0.45 0.000
C -1.1060 3.6083 1.1473 -0.32 -2.25 -1.88 0.000
C -13.4882 -0.9229 -0.4754 -1.95 -0.40 1.46 0.006
C 2.0354 0.9215 5.3181 -0.56 -0.50 -0.71 0.000
C 5.9694 -1.7124 -3.0214 0.85 0.13 0.77 0.000
C 3.9743 -2.3335 -4.0097 -1.00 -0.56 -1.38 0.000
C 8.8432 -0.8134 -3.1540 -0.07 -0.01 -1.74 0.000
C 2.4363 -7.4137 -4.7196 0.34 -0.58 -0.88 0.000
C -2.3209 0.4728 -1.7054 1.61 0.30 -0.99 0.000
C -8.5440 1.0017 -0.6367 0.12 -0.46 -1.19 0.000
C -1.5382 -5.8596 -5.3100 -1.98 1.30 1.29 0.000
C 2.6547 7.7608 -1.6044 0.13 1.03 0.09 0.000
C 1.6253 -7.8401 -5.9945 -1.29 1.70 -0.45 0.000
C 2.0853 0.6282 -1.4408 -1.62 0.97 -0.23 0.000
C -2.1768 -3.8117 -4.0568 0.05 -1.30 -0.78 0.000
C 4.4496 3.3875 0.2750 -0.49 -2.34 0.70 0.000
C 4.7263 5.4679 -0.7587 -1.38 1.44 -1.51 0.000
C -13.5919 -1.7102 -1.8161 0.71 -0.50 -0.68 0.076
C 5.8575 2.6847 0.1796 -1.34 0.16 0.14 0.000
C 5.5732 4.9803 5.3876 0.28 -1.54 -1.15 0.000
C 2.4690 -2.2053 -4.1445 0.24 0.93 -0.92 0.000
C 6.3072 2.5468 2.4180 1.34 -0.88 0.40 0.000
C 1.1026 1.8803 -1.5131 0.61 -0.41 0.75 0.000
C 2.0623 -2.0694 3.7115 0.53 -0.53 2.02 0.000
C -4.2059 -0.7125 -2.4875 1.19 0.84 -0.47 0.000
C 6.6841 -0.9226 -1.9368 0.81 -0.37 -0.84 0.000
C 0.1557 4.4730 4.4489 -0.62 0.17 -0.27 0.000
C 1.7994 -3.8640 -2.6091 -2.71 -0.49 -0.77 0.000
C 2.7842 -1.1396 0.1491 1.11 -0.21 0.44 0.000
C 3.4157 5.7581 5.7499 -2.00 0.65 0.25 0.000
C -10.8117 0.4637 -0.9102 0.10 0.55 -2.45 0.045
H 6.2289 -2.7655 -2.9131 -0.03 -0.38 0.24 0.000
H 1.4040 0.2361 3.2508 -0.57 0.27 0.57 0.000
H 1.1949 0.4115 7.8135 0.46 0.04 0.06 0.000
H 4.4142 -2.0938 -4.9777 -0.14 0.93 -0.19 0.000
H 1.1177 -1.8459 3.2157 0.12 0.03 -0.12 0.000
H -15.0301 -3.8237 -3.0918 -0.21 -0.19 -0.50 0.000
H -1.7781 -5.6529 -6.3530 0.18 0.99 -0.16 0.000
H -1.9324 -0.4999 10.0067 0.27 -0.15 -0.33 0.000
H -0.1342 2.4628 3.5970 -0.67 -0.10 0.21 0.000
H 2.2075 1.9959 5.3835 -0.47 0.21 -0.19 0.000
H 2.9050 1.0341 3.3401 0.64 -0.30 0.07 0.000
H -8.6249 0.4079 0.2738 0.14 -0.17 -0.09 0.000
H 4.6695 6.7473 0.8201 -0.38 0.85 0.39 0.000
H 3.5125 -7.4156 -4.8922 0.49 -1.59 0.10 0.000
H 3.5756 6.2031 6.7320 1.03 -0.53 0.35 0.000
H -0.2824 3.8922 0.4922 0.84 0.32 0.69 0.000
H 6.1904 4.1003 5.2066 -0.49 -0.54 -0.38 0.000
H -8.5411 2.0523 -0.3465 -0.69 0.15 -0.30 0.000
H -14.0833 -2.6318 -4.0209 0.32 -0.05 0.06 -0.001
H 6.0988 5.3125 6.2829 -1.13 0.77 0.51 0.000
H -2.7598 1.3429 -1.2170 -0.43 0.07 -0.05 0.000
H 5.9536 2.2201 -0.8017 -0.30 -0.81 0.23 0.000
H 2.6560 -4.4651 -2.3043 0.90 1.28 0.32 0.000
H 5.7668 5.6118 4.5206 -0.07 0.49 0.25 0.000
H -14.2843 -1.1565 0.2316 -0.38 -0.37 -0.37 0.001
H -13.6119 0.1543 -0.5867 0.14 0.35 -0.62 0.052
H 1.3869 -4.4754 -3.4116 0.16 0.14 -0.80 0.000
H -0.8422 -0.3887 7.7560 -1.30 -0.23 -0.42 0.000
H -1.1642 2.5199 1.1383 0.22 -0.43 -0.65 0.000
H -2.1146 -0.3039 -0.9691 -0.23 -0.22 0.31 0.000
H 4.3020 3.9020 1.2245 0.52 0.68 -0.13 0.000
H 2.4727 -6.3258 -4.6624 -1.47 0.26 0.74 0.000
H 0.7464 -5.9618 -6.4359 0.61 0.05 0.05 0.000
H 1.6537 4.6967 6.4501 0.14 -0.18 0.69 0.000
H 8.3544 0.0339 -3.6348 0.68 0.50 -0.35 0.000
H 4.2858 3.8007 -1.7345 -0.04 -0.65 0.14 0.000
H 2.5572 -1.3972 1.1836 -0.58 -0.38 -0.22 0.000
H -10.2931 -1.0198 0.4047 0.30 -0.66 -0.10 0.001
H 2.8670 -2.0152 -0.4947 -0.61 -0.24 -0.08 0.000
H 3.8193 -0.8274 0.2880 0.30 0.88 -0.45 0.000
H 1.9526 -2.3910 4.7472 -1.41 -1.62 -0.28 0.000
H 6.5915 3.4854 0.0894 0.46 0.05 0.65 0.000
H -11.5548 0.7429 -1.6572 -0.41 -0.14 0.10 0.002
H 2.7512 0.4958 6.0213 0.57 -0.20 -0.27 0.000
H -1.1620 -7.8578 -5.5944 -0.49 -0.10 -0.03 0.000
H 9.9047 -0.7198 -2.9247 -0.11 0.73 0.23 0.000
H 6.9245 1.9063 3.0479 -0.29 0.13 0.60 0.000
H 1.2509 -8.8603 -5.9089 -0.17 0.05 0.25 0.000
H 6.9806 3.3402 2.0939 -0.36 0.79 0.67 0.000
H 0.8816 3.4557 2.6837 0.15 0.43 -0.48 0.000
H -0.3112 -7.2532 -4.2830 0.65 0.55 0.19 0.000
H -1.0098 1.3808 -3.2695 -0.61 0.87 0.39 0.000
H -7.5871 0.8425 -1.1338 -0.12 -0.29 0.13 0.000
H -1.6605 1.2456 7.2501 -0.10 -0.42 -0.12 0.000
H 5.3706 2.8183 2.9048 0.16 0.40 0.09 0.000
H 1.5423 2.6111 -0.8344 -0.61 0.14 0.66 0.000
H -0.5708 5.2833 4.3881 -0.54 -0.37 -0.04 0.000
H 4.2475 -3.3866 -4.0757 0.26 -0.66 1.31 0.000
H -4.8357 0.0062 -1.9632 -0.26 -0.31 0.39 0.000
H 2.0901 -10.0867 -4.0253 -0.32 0.11 -0.25 0.000
H -4.7295 -1.0339 -3.3879 0.31 0.23 -0.20 0.000
H -0.5007 -0.0591 -2.6730 0.36 -0.54 0.56 0.000
H 8.8494 -1.6358 -3.8694 -0.32 -0.30 -0.38 0.000
H -12.2712 -1.5855 1.1609 -0.39 0.13 0.41 -0.030
H 2.6903 -2.8096 3.2157 -0.27 0.06 -0.47 0.000
H -13.0361 -2.6474 -1.7885 0.44 -0.15 0.62 -0.003
H -3.9568 -1.6107 -1.9224 -0.18 0.07 0.41 0.000
H 2.0209 -7.7841 -7.0086 1.67 -0.33 0.52 0.000
H 2.6916 6.9984 -2.3826 -0.02 -0.38 0.29 0.000
H -10.8750 1.1899 -0.0999 -0.08 -0.24 0.28 -0.005
H -2.4749 -6.2127 -4.8786 -0.33 -0.25 -0.01 0.000
H 1.7902 -9.7707 -2.3302 -0.23 0.51 -0.06 0.000
H 3.0392 1.1556 -1.4447 0.56 -0.88 -0.25 0.000
H 1.2103 2.4189 -2.4546 0.09 -0.54 -0.48 0.000
H -0.2053 1.0601 -0.4014 -0.85 -0.53 0.19 0.000
H -1.8459 -3.1304 -3.2730 0.61 -0.09 -0.36 0.000
H 1.6751 7.8707 -1.1393 -0.14 -0.84 0.36 0.000
H -13.0561 -1.1058 -2.5480 -0.17 0.21 -0.42 -0.002
H -2.5514 -3.2780 -4.9303 0.23 0.32 -0.06 0.000
H 5.7822 5.5023 -0.4907 0.09 -0.51 0.63 0.000
H -0.0313 3.9095 5.3630 0.02 -0.06 0.43 0.000
H 2.0896 -2.7490 -5.0096 0.05 -0.85 0.07 0.000
H 3.3858 -9.6626 -2.9991 0.39 0.85 0.01 0.000
H 3.6241 2.6828 0.3753 0.37 -1.06 0.05 0.000
H 6.4531 -1.4537 -3.9633 -0.69 0.38 -0.39 0.000
H -10.7708 -1.8177 -1.0901 -0.44 0.25 -0.50 0.046
H 0.9707 -4.0396 -1.9232 0.40 0.38 0.70 0.000
H 3.0763 6.1175 0.6126 -0.55 0.05 -0.55 0.000
H 4.1843 -1.8513 -2.0939 -0.09 0.12 0.30 0.000
H -3.0467 -4.3208 -3.6418 -0.13 -0.43 0.09 0.000
H -15.7807 -2.3929 -3.9651 -0.26 -0.45 0.17 0.001
H 2.3260 -1.1895 -4.5130 -0.51 0.46 0.82 0.000
H 3.5822 6.5779 5.0511 0.30 -0.08 -0.40 0.000
H 6.3197 0.1038 -1.9793 0.75 0.56 -0.47 0.000
H 6.2816 -1.2203 -0.9686 0.91 -0.48 0.31 0.000
H 0.7179 2.0247 7.3300 0.41 0.15 -0.62 0.000
H 2.0772 4.5022 4.0129 0.71 0.21 0.43 0.000
H -1.9444 3.9101 0.5196 -0.59 0.47 0.77 0.000
H -2.6879 1.1067 9.7678 -0.48 -0.29 -0.15 0.000
H 0.5999 -0.4593 5.7371 0.12 -0.22 -0.21 0.000
H 4.7851 5.7924 -1.7976 -0.24 0.57 -0.11 0.000
H 1.7781 0.0918 -2.3385 1.05 -0.64 0.00 0.000
H 2.7077 8.7209 -2.1177 0.55 0.04 -0.14 0.000
H -1.5332 0.9096 11.0130 0.29 -0.21 0.02 0.000
H 1.3151 6.3781 6.1874 0.26 0.34 -0.29 0.000
```
Forces are in eV/Å.